# 1
Here is a molecular structure, C33H29ClO7P2PdS from the Open Molecules 2025 dataset. Energies are from the ωB97M-V functional and the def2-TZVPD basis.

Calculated values
gap between HOMO and LUMO	5.7	eV
spin multiplicity	1
LUMO	4.12	eV
net charge	-2

CARTESIAN COORDINATES (ANGSTROEM)
1 Pd -0.47 1.27 0.11
2 O -1.28 -2.13 -0.97
3 P -1.40 -1.66 0.44
4 C 0.09 -2.01 1.45
5 P 1.58 -0.97 1.57
6 O 1.62 -0.15 2.81
7 C 1.99 -0.18 0.03
8 C 1.57 -0.70 -1.20
9 C 2.05 -0.15 -2.38
10 C 2.97 0.89 -2.33
11 C 3.38 1.41 -1.11
12 C 2.89 0.88 0.07
13 C 2.86 -2.29 1.74
14 C 3.46 -2.94 0.67
15 C 4.40 -3.94 0.88
16 C 4.76 -4.29 2.17
17 C 4.18 -3.64 3.25
18 C 3.24 -2.64 3.04
19 C -1.96 -0.02 0.79
20 C -1.44 0.75 1.89
21 C -2.27 1.80 2.42
22 C -3.47 2.11 1.86
23 C -3.95 1.38 0.73
24 C -3.22 0.36 0.21
25 C -2.60 -2.77 1.29
26 C -2.94 -3.98 0.70
27 C -3.84 -4.84 1.32
28 C -4.40 -4.49 2.55
29 C -4.06 -3.28 3.14
30 C -3.17 -2.42 2.51
31 H 0.38 -3.02 1.12
32 H -0.22 -2.12 2.49
33 H 0.81 -1.47 -1.24
34 H 1.66 -0.48 -3.33
35 H 3.31 1.34 -3.26
36 H 4.05 2.26 -1.08
37 H 3.16 1.31 1.03
38 H 3.19 -2.65 -0.34
39 H 4.85 -4.43 0.03
40 H 5.49 -5.07 2.33
41 H 4.47 -3.91 4.26
42 H 2.80 -2.10 3.87
43 H -0.67 0.36 2.54
44 H -1.90 2.37 3.26
45 H -4.06 2.93 2.25
46 H -4.88 1.68 0.26
47 H -3.58 -0.18 -0.66
48 H -2.51 -4.22 -0.26
49 H -4.11 -5.78 0.85
50 H -5.10 -5.16 3.03
51 H -4.51 -3.00 4.09
52 H -2.93 -1.46 2.96
53 Cl 2.20 6.78 -4.02
54 C 1.73 5.72 -2.69
55 C 2.65 5.45 -1.67
56 C 2.30 4.61 -0.64
57 C 1.02 3.98 -0.56
58 O 0.78 3.12 0.35
59 C 0.07 4.38 -1.57
60 C -1.36 4.03 -1.53
61 O -2.00 3.77 -0.53
62 C 0.47 5.18 -2.63
63 H 3.64 5.90 -1.71
64 H 3.01 4.37 0.14
65 H -1.86 4.08 -2.51
66 H -0.25 5.39 -3.42
67 C -2.15 -0.11 -3.97
68 S -1.03 1.26 -3.76
69 O 0.19 0.89 -4.47
70 O -1.71 2.42 -4.33
71 O -0.88 1.33 -2.30
72 H -2.26 -0.31 -5.04
73 H -3.10 0.16 -3.53
74 H -1.74 -0.97 -3.45

Just the Mulliken charges please, in e? Sure, here they are: number 1, Pd, carries 1.09; number 2, O, carries -0.86; number 3, P, carries 1.02; number 4, C, carries -1.32; number 5, P, carries 1.25; number 6, O, carries -0.90; number 7, C, carries 0.21; number 8, C, carries 0.58; number 9, C, carries -1.10; number 10, C, carries -0.47; number 11, C, carries -0.70; number 12, C, carries -0.45; number 13, C, carries 0.27; number 14, C, carries -0.27; number 15, C, carries -0.66; number 16, C, carries -0.41; number 17, C, carries -0.56; number 18, C, carries -0.49; number 19, C, carries 1.56; number 20, C, carries -0.47; number 21, C, carries -1.08; number 22, C, carries -0.66; number 23, C, carries -0.60; number 24, C, carries -0.73; number 25, C, carries 0.24; number 26, C, carries -0.63; number 27, C, carries -0.58; number 28, C, carries -0.37; number 29, C, carries -0.71; number 30, C, carries -0.31; number 31, H, carries 0.60; number 32, H, carries 0.48; number 33, H, carries 0.24; number 34, H, carries 0.44; number 35, H, carries 0.36; number 36, H, carries 0.34; number 37, H, carries 0.39; number 38, H, carries 0.37; number 39, H, carries 0.40; number 40, H, carries 0.35; number 41, H, carries 0.37; number 42, H, carries 0.40; number 43, H, carries 0.20; number 44, H, carries 0.38; number 45, H, carries 0.33; number 46, H, carries 0.32; number 47, H, carries 0.34; number 48, H, carries 0.42; number 49, H, carries 0.37; number 50, H, carries 0.35; number 51, H, carries 0.39; number 52, H, carries 0.31; number 53, Cl, carries -0.33; number 54, C, carries 0.11; number 55, C, carries -0.45; number 56, C, carries -0.41; number 57, C, carries 0.32; number 58, O, carries -0.94; number 59, C, carries 0.96; number 60, C, carries -0.49; number 61, O, carries -0.52; number 62, C, carries -0.74; number 63, H, carries 0.36; number 64, H, carries 0.44; number 65, H, carries 0.24; number 66, H, carries 0.34; number 67, C, carries -0.92; number 68, S, carries 1.07; number 69, O, carries -0.76; number 70, O, carries -0.75; number 71, O, carries -0.33; number 72, H, carries 0.39; number 73, H, carries 0.21; number 74, H, carries 0.13



# 2
Here is 7 unconnected molecules or ions with the total composition C33H29F3N4O17 at a distorted geometry from the Open Molecules 2025 dataset. Energies are from the ωB97M-V functional and the def2-TZVPD basis.

Calculated values
gap between HOMO and LUMO	9.0	eV
spin multiplicity	1
LUMO	-0.59	eV
structure (SMILES)	O=[N+]([O-])c1ccccc1.O=[N+]([O-])c1ccccc1.O=[N+]([O-])c1ccccc1.O=[N+]([O-])c1ccccc1.O=C1OC[C@@H](F)O1.O=C1OC[C@@H](F)O1.O=C1OC[C@@H](F)O1
net charge	0

CARTESIAN COORDINATES (ANGSTROEM)
1 O 4.43 -1.15 4.07
2 N 3.27 -1.03 4.47
3 O 2.84 -0.09 5.11
4 C 2.37 -2.09 4.05
5 C 1.01 -1.89 4.30
6 C 0.09 -2.93 4.08
7 C 0.63 -4.10 3.62
8 C 1.95 -4.33 3.37
9 C 2.86 -3.32 3.63
10 H 0.66 -0.93 4.67
11 H -0.98 -2.75 4.19
12 H -0.08 -4.90 3.26
13 H 2.29 -5.23 2.87
14 H 3.89 -3.48 3.48
15 O -0.96 3.12 -5.73
16 N -0.19 3.80 -5.10
17 O 0.23 4.95 -5.32
18 C 0.46 3.09 -4.01
19 C 0.90 3.76 -2.90
20 C 1.38 3.06 -1.82
21 C 1.43 1.63 -1.86
22 C 0.89 0.95 -2.95
23 C 0.41 1.67 -4.04
24 H 0.89 4.89 -2.92
25 H 1.83 3.65 -1.05
26 H 1.91 1.18 -1.01
27 H 0.87 -0.10 -3.04
28 H -0.09 1.19 -4.87
29 O -1.49 -1.97 -0.86
30 N -0.77 -1.77 0.10
31 O -1.16 -1.69 1.24
32 C 0.66 -1.79 -0.10
33 C 1.47 -1.17 0.84
34 C 2.87 -1.13 0.62
35 C 3.36 -1.90 -0.42
36 C 2.58 -2.50 -1.38
37 C 1.21 -2.50 -1.24
38 H 0.88 -0.79 1.70
39 H 3.53 -0.64 1.35
40 H 4.42 -2.07 -0.44
41 H 3.01 -3.12 -2.19
42 H 0.53 -2.99 -1.85
43 O 5.84 2.53 0.89
44 N 4.65 2.31 0.99
45 O 4.06 1.68 0.13
46 C 3.85 2.88 2.07
47 C 4.52 3.68 3.00
48 C 3.78 4.11 4.10
49 C 2.42 3.77 4.25
50 C 1.76 2.96 3.26
51 C 2.50 2.51 2.17
52 H 5.58 3.96 2.88
53 H 4.24 4.89 4.71
54 H 1.95 4.02 5.18
55 H 0.72 2.71 3.52
56 H 1.96 2.09 1.30
57 O -3.97 0.35 1.66
58 C -4.26 -0.78 1.32
59 O -4.67 -1.81 2.06
60 C -4.90 -2.96 1.25
61 C -5.07 -2.28 -0.16
62 F -6.30 -2.03 -0.62
63 O -4.34 -1.14 0.01
64 H -4.00 -3.63 1.24
65 H -5.81 -3.37 1.55
66 H -4.63 -2.88 -0.97
67 O -0.59 -2.60 -4.15
68 C -1.65 -2.19 -4.13
69 O -2.03 -0.98 -4.56
70 C -3.42 -0.86 -4.38
71 C -3.89 -2.29 -4.13
72 F -4.26 -2.84 -5.35
73 O -2.75 -2.85 -3.61
74 H -3.59 -0.07 -3.61
75 H -3.80 -0.43 -5.29
76 H -4.65 -2.62 -3.46
77 O -0.68 1.08 0.72
78 C -1.51 1.53 0.01
79 O -1.76 2.86 0.00
80 C -2.88 3.13 -0.89
81 C -3.08 1.77 -1.63
82 F -2.69 1.74 -2.93
83 O -2.31 0.84 -0.93
84 H -3.78 3.23 -0.34
85 H -2.70 4.01 -1.50
86 H -4.13 1.44 -1.58

Just the Mulliken charges please, in e? Sure, here they are: number 1, O, carries -0.61; number 2, N, carries 1.11; number 3, O, carries -0.62; number 4, C, carries -0.06; number 5, C, carries -0.15; number 6, C, carries -0.58; number 7, C, carries -0.17; number 8, C, carries -0.46; number 9, C, carries -0.48; number 10, H, carries 0.45; number 11, H, carries 0.39; number 12, H, carries 0.27; number 13, H, carries 0.39; number 14, H, carries 0.50; number 15, O, carries -0.59; number 16, N, carries 0.99; number 17, O, carries -0.60; number 18, C, carries 0.14; number 19, C, carries -0.74; number 20, C, carries -0.40; number 21, C, carries -0.12; number 22, C, carries -0.10; number 23, C, carries -0.58; number 24, H, carries 0.37; number 25, H, carries 0.44; number 26, H, carries 0.07; number 27, H, carries 0.64; number 28, H, carries 0.45; number 29, O, carries -0.58; number 30, N, carries 1.22; number 31, O, carries -0.60; number 32, C, carries 0.23; number 33, C, carries 0.69; number 34, C, carries -1.12; number 35, C, carries -0.91; number 36, C, carries -0.84; number 37, C, carries -0.72; number 38, H, carries 0.47; number 39, H, carries 0.57; number 40, H, carries 0.47; number 41, H, carries 0.39; number 42, H, carries 0.71; number 43, O, carries -0.64; number 44, N, carries 1.00; number 45, O, carries -0.53; number 46, C, carries -0.08; number 47, C, carries -0.68; number 48, C, carries -0.44; number 49, C, carries -0.66; number 50, C, carries -0.59; number 51, C, carries 0.70; number 52, H, carries 0.43; number 53, H, carries 0.36; number 54, H, carries 0.41; number 55, H, carries 0.47; number 56, H, carries 0.26; number 57, O, carries -0.57; number 58, C, carries 0.71; number 59, O, carries -0.38; number 60, C, carries -0.41; number 61, C, carries 0.51; number 62, F, carries -0.34; number 63, O, carries -0.11; number 64, H, carries 0.23; number 65, H, carries 0.41; number 66, H, carries 0.02; number 67, O, carries -0.48; number 68, C, carries 0.69; number 69, O, carries -0.27; number 70, C, carries 0.09; number 71, C, carries 0.50; number 72, F, carries -0.35; number 73, O, carries -0.33; number 74, H, carries -0.32; number 75, H, carries 0.33; number 76, H, carries 0.16; number 77, O, carries -0.35; number 78, C, carries -0.01; number 79, O, carries -0.41; number 80, C, carries -0.67; number 81, C, carries 0.20; number 82, F, carries -0.25; number 83, O, carries 0.52; number 84, H, carries 0.33; number 85, H, carries 0.36; number 86, H, carries 0.24